# 1
A structure of composition C18H37GaN2O3. Source: the Open Molecules 2025 dataset; level of theory: wB97M-V/def2-TZVPD.

Structure (XYZ):
```
61
Properties=species:S:1:pos:R:3
C 1.090 -1.798 4.403
C 0.755 -0.416 3.629
O 1.686 0.359 3.280
O -0.621 -0.190 3.347
C -0.847 0.139 1.953
C -0.287 -0.939 0.898
C 0.611 -0.123 -0.175
C 1.523 -1.093 -1.089
C 3.089 -0.687 -0.977
C 3.725 -0.172 -2.352
C 3.015 1.173 -2.929
C 3.459 2.467 -2.040
Ga 5.431 3.024 -2.503
C 5.920 4.803 -1.525
C 5.292 6.094 -2.248
O 3.919 6.302 -1.748
H 0.087 -2.326 4.635
H 1.599 -1.631 5.407
H 1.656 -2.529 3.714
H -0.484 1.182 1.645
H -1.996 0.163 1.813
H 0.244 -1.837 1.359
H -1.190 -1.343 0.292
H 1.209 0.695 0.370
H -0.152 0.416 -0.860
H 1.437 -2.145 -0.612
H 1.163 -1.079 -2.172
H 3.661 -1.609 -0.594
H 3.229 0.121 -0.169
H 3.722 -0.964 -3.194
H 4.822 0.113 -2.178
H 3.379 1.298 -4.006
H 1.862 1.098 -2.913
H 2.794 3.366 -2.291
H 3.401 2.148 -0.944
H 5.635 3.216 -4.099
H 6.376 1.836 -1.944
H 5.496 4.771 -0.462
H 7.059 4.872 -1.471
H 5.212 5.874 -3.369
H 5.869 7.056 -2.039
H 3.458 5.436 -1.884
C -7.931 -2.401 2.299
C -7.400 -1.492 1.208
N -6.134 -1.954 0.620
C -5.650 -1.560 -0.614
C -4.451 -2.180 -0.787
N -4.228 -2.933 0.346
C -5.252 -2.779 1.190
C -3.066 -3.775 0.614
H -7.241 -2.446 3.146
H -8.888 -2.032 2.670
H -8.074 -3.418 1.925
H -7.231 -0.486 1.602
H -8.136 -1.422 0.404
H -6.226 -0.880 -1.216
H -3.722 -2.179 -1.579
H -5.337 -3.248 2.158
H -3.398 -4.805 0.750
H -2.579 -3.422 1.525
H -2.363 -3.724 -0.217
```

Lowest unoccupied orbital energy = -1.768 eV
Multiplicity = 1
F_max = 5.28 eV Å⁻¹
Gap between HOMO and LUMO = 3.95 eV

=====

# 2
A cluster of 2 separate species, CH4ClNO2P in total. Source: the Open Molecules 2025 dataset; level of theory: wB97M-V/def2-TZVPD.

Structure (XYZ):
```
10
Properties=species:S:1:pos:R:3
C 2.186 -1.086 -0.103
N -1.010 1.266 -0.277
O -2.144 -0.184 1.451
O -3.016 -0.442 -1.015
P -1.864 -0.210 -0.017
Cl 2.398 0.538 0.469
H 1.206 -1.366 0.012
H 3.194 -1.641 -0.068
H -0.436 1.628 -1.034
H -0.513 1.497 0.583
```

Lowest unoccupied orbital energy (spin up / spin down) = 3.203 / 2.604 eV
Multiplicity = 1
F_max = 4.29 eV Å⁻¹
Charge = -1
ΔE to the lowest compared entry with this formula, charge and spin = 4.611 eV
Gap between HOMO and LUMO (spin up / spin down) = 8.03 / 4.78 eV

=====

# 3
A cluster of 4 separate species, C21H38F3N2O12P in total. Source: the Open Molecules 2025 dataset; level of theory: wB97M-V/def2-TZVPD.

Structure (XYZ):
```
77
Properties=species:S:1:pos:R:3
C -2.487 -0.504 2.184
O -2.354 -0.013 0.856
C -1.036 -0.214 0.360
C -1.020 0.103 -1.129
C -0.605 1.538 -1.444
C 0.863 1.884 -1.105
C 1.692 2.404 -2.292
C 2.491 1.370 -3.089
C 3.378 0.449 -2.242
C 2.704 -0.888 -1.843
N 3.304 -2.047 -2.506
C 4.164 -2.829 -1.614
C 3.506 -3.571 -0.444
O 3.612 -2.840 0.771
C 2.401 -2.541 1.420
P 2.248 -2.915 -3.595
N 0.749 -3.181 -2.744
O 2.870 -4.410 -3.446
H -1.496 -0.658 2.611
H -3.031 -1.451 2.202
H -3.023 0.212 2.806
H -0.322 0.392 0.927
H -0.762 -1.265 0.508
H -0.402 -0.630 -1.646
H -2.042 -0.050 -1.484
H -0.827 1.776 -2.486
H -1.262 2.182 -0.854
H 1.340 1.034 -0.615
H 0.848 2.679 -0.358
H 2.357 3.197 -1.951
H 0.991 2.884 -2.982
H 3.135 1.931 -3.770
H 1.846 0.766 -3.733
H 4.258 0.181 -2.825
H 3.728 0.977 -1.353
H 2.775 -1.002 -0.759
H 1.641 -0.799 -2.065
H 4.914 -2.164 -1.179
H 4.711 -3.559 -2.204
H 2.466 -3.820 -0.656
H 4.033 -4.519 -0.309
H 2.499 -1.569 1.904
H 1.565 -2.477 0.716
H 2.166 -3.279 2.191
H 0.806 -3.115 -1.732
H 0.106 -2.458 -3.047
H 2.343 -4.947 -2.834
O 1.646 -6.414 -1.897
C 0.510 -6.761 -1.940
O -0.535 -6.032 -1.507
C -1.740 -6.711 -1.874
C -1.258 -8.139 -2.026
F -1.918 -8.811 -2.994
O 0.094 -7.959 -2.416
H -2.102 -6.319 -2.825
H -2.498 -6.583 -1.108
H -1.285 -8.729 -1.108
O -3.422 5.786 0.795
C -3.679 4.749 1.303
O -4.322 3.721 0.714
C -4.303 2.600 1.609
C -4.114 3.280 2.949
F -3.387 2.532 3.816
O -3.373 4.434 2.597
H -3.465 1.949 1.358
H -5.229 2.037 1.536
H -5.038 3.584 3.443
O 1.430 7.526 4.950
C 0.256 7.516 4.820
O -0.427 6.712 3.970
C -1.827 6.878 4.214
C -1.870 8.245 4.860
F -2.852 8.347 5.791
O -0.611 8.322 5.499
H -2.169 6.106 4.904
H -2.388 6.813 3.286
H -1.967 9.076 4.160
```

Lowest unoccupied orbital energy = 0.159 eV
Multiplicity = 1
F_max = 1.09 eV Å⁻¹
Gap between HOMO and LUMO = 8.22 eV

=====

# 4
A structure of composition C45H88BN16Tl. Source: the Open Molecules 2025 dataset; level of theory: wB97M-V/def2-TZVPD.

Structure (XYZ):
```
151
Properties=species:S:1:pos:R:3
Tl 0.139 -0.074 -0.102
C 0.385 -5.649 -3.913
N 0.064 -4.247 -4.014
C -0.373 -3.765 -5.301
C -0.236 -3.496 -2.855
N 0.358 -2.401 -2.561
C 1.329 -1.887 -3.503
C 2.577 -1.292 -2.865
N 2.405 -0.085 -2.057
C 2.112 1.084 -2.889
C 1.631 2.305 -2.083
N 0.188 2.466 -2.016
C -0.327 3.576 -2.411
N 0.291 4.484 -3.272
C 0.388 5.885 -2.939
C 1.046 4.038 -4.416
N -1.568 3.988 -1.980
C -2.196 3.446 -0.786
C -2.390 4.893 -2.753
C 3.599 0.117 -1.232
C 3.666 -0.825 -0.021
N 3.002 -0.275 1.145
C 3.679 -0.065 2.215
N 5.078 -0.102 2.289
C 5.889 0.717 1.425
C 5.759 -0.919 3.260
N 3.055 0.193 3.411
C 3.727 0.859 4.506
C 1.625 0.020 3.594
N -1.191 -4.052 -2.025
C -1.581 -3.394 -0.793
C -2.225 -4.926 -2.544
H 0.701 -5.880 -2.896
H -0.451 -6.314 -4.171
H 1.213 -5.886 -4.588
H -1.223 -4.345 -5.690
H -0.687 -2.726 -5.218
H 0.434 -3.819 -6.041
H 1.684 -2.665 -4.191
H 0.840 -1.127 -4.125
H 3.032 -2.062 -2.241
H 3.297 -1.087 -3.681
H 2.996 1.348 -3.498
H 1.316 0.812 -3.584
H 1.966 2.175 -1.053
H 2.136 3.208 -2.445
H -0.107 6.073 -1.988
H 1.438 6.182 -2.840
H -0.073 6.524 -3.702
H 0.911 2.968 -4.552
H 0.694 4.545 -5.322
H 2.119 4.243 -4.315
H -2.283 4.217 -0.014
H -3.198 3.085 -1.019
H -1.618 2.615 -0.400
H -1.993 5.003 -3.760
H -3.402 4.490 -2.824
H -2.456 5.885 -2.293
H 4.507 0.011 -1.853
H 3.597 1.139 -0.853
H 3.148 -1.751 -0.279
H 4.709 -1.100 0.173
H 6.455 1.461 2.001
H 6.609 0.118 0.856
H 5.254 1.249 0.719
H 5.033 -1.496 3.830
H 6.435 -1.623 2.762
H 6.355 -0.323 3.964
H 4.645 1.335 4.167
H 3.069 1.634 4.907
H 3.970 0.171 5.323
H 1.193 -0.496 2.746
H 1.127 0.987 3.695
H 1.437 -0.560 4.503
H -0.786 -2.758 -0.441
H -2.473 -2.778 -0.934
H -1.798 -4.145 -0.028
H -2.071 -5.147 -3.594
H -2.260 -5.867 -1.987
H -3.203 -4.442 -2.443
C -2.915 1.696 4.762
C -1.882 1.976 3.719
C -0.980 3.017 3.721
C -0.203 2.839 2.566
N -0.612 1.757 1.906
N -1.649 1.227 2.615
B -2.488 -0.043 2.263
N -1.748 -1.398 2.537
N -0.587 -1.824 1.963
C -0.278 -2.992 2.519
C -1.262 -3.346 3.457
C -2.172 -2.313 3.442
C -3.423 -2.222 4.254
C 0.982 -3.790 2.220
C 1.420 -3.680 0.759
C 0.735 -5.267 2.546
C 2.133 -3.291 3.104
N -3.232 0.030 0.896
N -2.669 0.004 -0.345
C -3.668 -0.023 -1.225
C -4.899 0.012 -0.551
C -4.583 0.054 0.788
C -5.555 0.112 1.923
C -3.491 -0.029 -2.735
C -3.278 1.399 -3.242
C -4.751 -0.601 -3.392
C -2.288 -0.863 -3.160
C 0.932 3.743 2.109
C 1.330 4.680 3.253
C 0.477 4.596 0.920
C 2.164 2.932 1.697
H -2.869 2.482 5.516
H -2.737 0.741 5.257
H -3.925 1.674 4.353
H -0.903 3.789 4.468
H -3.365 -0.038 3.065
H -1.318 -4.231 4.068
H -3.524 -3.135 4.840
H -4.308 -2.120 3.628
H -3.409 -1.377 4.942
H 0.746 -4.221 0.095
H 2.418 -4.113 0.646
H 1.461 -2.640 0.433
H -0.158 -5.641 2.043
H 0.615 -5.425 3.620
H 1.590 -5.862 2.216
H 2.450 -2.299 2.790
H 2.988 -3.968 3.011
H 1.836 -3.254 4.154
H -5.892 0.008 -0.968
H -6.554 0.263 1.516
H -5.339 0.930 2.609
H -5.565 -0.812 2.502
H -4.094 2.050 -2.923
H -3.241 1.404 -4.336
H -2.336 1.790 -2.865
H -5.609 0.063 -3.268
H -5.009 -1.576 -2.972
H -4.580 -0.726 -4.464
H -1.394 -0.597 -2.596
H -2.086 -0.699 -4.223
H -2.472 -1.928 -3.013
H 0.532 5.386 3.492
H 2.211 5.257 2.962
H 1.575 4.118 4.157
H 0.260 3.959 0.066
H 1.268 5.297 0.638
H -0.421 5.167 1.168
H 2.732 2.613 2.572
H 2.824 3.542 1.074
H 1.894 2.033 1.147
```

Lowest unoccupied orbital energy = 0.562 eV
Multiplicity = 1
F_max = 0.23 eV Å⁻¹
Gap between HOMO and LUMO = 7.84 eV

=====

# 5
A structure of composition C14H23N2O3PtS3. Source: the Open Molecules 2025 dataset; level of theory: wB97M-V/def2-TZVPD.

Structure (XYZ):
```
46
Properties=species:S:1:pos:R:3
Pt 6.803 5.424 8.865
C 7.851 5.851 5.829
C 7.468 7.227 6.212
S 7.348 7.571 7.990
C 5.756 8.380 7.950
C 4.591 7.421 7.699
S 4.367 5.831 8.580
C 4.100 4.767 7.062
C 5.190 4.683 6.012
S 6.901 4.559 6.666
H 8.857 5.641 6.088
H 7.706 5.677 4.718
H 6.445 7.431 5.765
H 8.155 7.939 5.793
H 5.868 9.099 7.142
H 5.751 8.742 8.986
H 4.496 7.131 6.609
H 3.669 7.994 7.791
H 3.161 5.019 6.616
H 4.009 3.776 7.551
H 5.180 5.508 5.372
H 5.033 3.815 5.390
C 4.598 5.303 13.649
C 5.181 6.703 13.716
C 6.687 6.848 13.084
C 7.157 8.237 13.332
C 8.557 8.623 12.902
C 7.630 5.890 13.740
O 7.870 5.974 14.903
N 8.395 5.144 12.842
C 8.052 4.931 11.519
O 8.796 4.188 10.865
N 7.021 5.584 10.909
C 6.364 6.590 11.535
O 5.555 7.281 10.936
H 3.580 5.252 14.118
H 5.168 4.483 14.086
H 4.496 4.998 12.629
H 5.334 7.011 14.760
H 4.563 7.454 13.255
H 7.137 8.419 14.422
H 6.384 8.898 12.854
H 9.193 8.071 13.601
H 8.666 9.761 13.077
H 8.821 8.396 11.897
H 9.193 4.539 13.141
```

Lowest unoccupied orbital energy (spin up / spin down) = -2.716 / -5.388 eV
Multiplicity = 3
F_max = 4.11 eV Å⁻¹
⟨S²⟩ = 2.0085
Charge = +1
Gap between HOMO and LUMO (spin up / spin down) = 8.83 / 6.87 eV

=====

Number 1: calculated total energy -80757.151 eV. Number 2: calculated total energy -28498.379 eV. Number 3: calculated total energy -67384.726 eV. Number 4: calculated total energy -77307.062 eV. Number 5: calculated total energy -59760.737 eV.